ORCA calculation (ωB97M-V with the def2-TZVPD basis set) on the molecule C2H3N3OS2 at a distorted geometry.

Last column: Löwdin charge in e.
Atoms and positions in Å:
C -0.1780 0.9245 -0.5811  -0.674
C -0.7610 -0.5023 1.0453  -0.493
H -1.7491 2.6183 -1.1235  -0.047
H 2.0387 -0.8778 1.4958  -0.053
H 0.7335 -0.5865 -1.7680  0.081
N -0.9892 0.7635 0.5156  0.084
N 0.2920 -1.2114 0.1735  -0.483
N 0.5710 -0.2760 -0.8862  -0.017
O -1.1141 -1.0022 2.1219  0.032
S -0.5208 2.1993 -1.7026  0.809
S 1.6771 -2.0494 0.7096  0.760

Its total charge is 0. The HOMO-LUMO gap comes out at 9.27 eV. For the maximum force, the calculation gives 6.75 eV/Å. The value obtained for the total energy is -1113.8189 a.u. The calculation puts the HOMO energy at -9.5 eV. As for the LUMO energy: -0.22 eV. Its relative energy (zero: lowest compared OMol25 entry of this formula, charge and spin) is 36.8 kcal/mol.

ORCA calculation (ωB97M-V with the def2-TZVPD basis set) on a cluster of 4 separate species, C4H14NO3 in total at a distorted geometry.

Last column: Löwdin charge in e.
Atoms and positions in Å:
C 2.0304 0.7298 -0.2456  -0.014
C 0.8344 0.1099 0.4207  -0.341
C 0.9308 -0.6206 1.5253  0.061
C -1.4435 -0.6089 0.0629  0.128
N -0.4783 0.1687 -0.1891  0.084
H 2.4565 -0.1918 -0.7308  0.092
H 1.8310 1.5627 -0.9147  0.088
H 2.8903 1.0308 0.3444  0.093
H 0.2879 -1.3251 2.0098  0.076
H 1.9417 -0.7293 1.8587  0.093
H -2.2632 -0.7461 -0.6163  0.113
H -1.3838 -1.4393 0.7663  0.121
H -0.5351 0.8028 -1.0158  0.130
H 0.2631 -2.6811 -1.7028  0.069
H 1.5988 -1.7979 -1.8569  0.050
O 0.6817 -1.8172 -1.5790  -0.035
H -1.5285 0.9085 3.0792  0.073
H -0.3494 0.8850 3.8114  0.076
O -0.5955 0.6726 2.8937  -0.072
H -2.2229 0.9096 -2.9749  0.074
H -1.7514 2.2910 -2.5878  0.074
O -1.5976 1.3593 -2.3935  -0.033

Its total charge is +1. The HOMO-LUMO gap comes out at 8.61 eV. For the maximum force, the calculation gives 2.79 eV/Å. The value obtained for the total energy is -440.9657 a.u. The calculation puts the HOMO energy at -12.9 eV. As for the LUMO energy: -4.32 eV. Its relative energy (zero: lowest compared OMol25 entry of this formula, charge and spin) is 58.2 kcal/mol.

ORCA calculation (ωB97M-V with the def2-TZVPD basis set) on a cluster of 2 separate species, C4H11NO2 in total.

Last column: Löwdin charge in e.
Atoms and positions in Å:
C -1.0134 1.7326 -0.5734  -0.069
C 0.4151 1.7286 -0.0312  -0.514
C 0.4749 1.3426 1.4313  -0.069
N 1.2391 0.8060 -0.8290  0.025
H -1.0392 2.1151 -1.5959  0.074
H -1.4048 0.7165 -0.5965  0.062
H -1.6669 2.3522 0.0328  0.078
H 0.7623 2.7616 -0.1488  0.124
H 0.0399 0.3546 1.5845  0.070
H -0.0645 2.0613 2.0330  0.078
H 1.5083 1.3145 1.7770  0.077
H 1.2219 1.0804 -1.8057  0.086
H 2.2099 0.9282 -0.5543  0.086
H 0.6805 -1.0284 -0.1632  0.060
O 0.6655 -2.0120 -0.2119  0.056
C -0.5507 -2.4182 0.1368  -0.407
O -1.5025 -1.7014 0.2786  0.048
H -0.5715 -3.5075 0.2648  0.135

Its total charge is 0. The HOMO-LUMO gap comes out at 10.87 eV. For the maximum force, the calculation gives 0.86 eV/Å. The value obtained for the total energy is -364.2590 a.u. The calculation puts the HOMO energy at -10.0 eV. As for the LUMO energy: 0.92 eV. Its relative energy (zero: lowest compared OMol25 entry of this formula, charge and spin) is 5.8 kcal/mol.

ORCA calculation (ωB97M-V with the def2-TZVPD basis set) on a structure of composition C27H30CaCl2N5O4S.

Last column: Löwdin charge in e.
Atoms and positions in Å:
Ca -0.3274 -0.0026 0.2447  1.237
O 1.2155 0.5912 -1.2433  -0.286
C 2.0450 1.3591 -1.8631  -0.417
C 3.3037 0.8827 -2.3099  -0.030
C 4.2208 1.7083 -2.9292  -0.122
C 3.9448 3.0582 -3.1365  -0.137
C 2.7144 3.5460 -2.7196  -0.072
C 1.7635 2.7284 -2.1221  -0.174
C 0.4578 3.3172 -1.7157  -0.141
N -0.7037 3.0200 -2.1226  0.049
C -0.8675 1.9864 -3.1327  -0.197
C -1.7353 0.7901 -2.6476  -0.211
N -2.0441 0.8747 -1.2305  -0.061
C -3.2071 1.2601 -0.8978  -0.106
C -3.6891 1.5403 0.4525  -0.137
C -5.0557 1.8070 0.5903  -0.072
C -5.6295 2.1540 1.7959  -0.128
C -4.7937 2.2693 2.9117  -0.116
C -3.4440 2.0261 2.8097  -0.049
C -2.8333 1.6292 1.5891  -0.402
O -1.5665 1.3855 1.5554  -0.268
H 3.5226 -0.1665 -2.1431  0.084
H 5.1721 1.2982 -3.2529  0.089
H 4.6668 3.7090 -3.6124  0.080
H 2.4736 4.5945 -2.8718  0.104
H 0.5054 4.1366 -0.9923  0.107
H 0.0815 1.6123 -3.5222  0.103
H -1.3988 2.4712 -3.9563  0.104
H -1.1802 -0.1342 -2.7989  0.054
H -2.6550 0.7344 -3.2438  0.102
H -3.9502 1.4421 -1.6878  0.121
H -5.6767 1.7368 -0.2979  0.101
H -6.6915 2.3451 1.8717  0.083
H -5.2116 2.5521 3.8720  0.093
H -2.8001 2.1005 3.6797  0.106
Cl 1.7067 2.2598 1.7039  0.624
C 0.7459 2.6554 3.1343  -0.982
Cl 0.9804 1.4744 4.4436  0.492
H -0.2962 2.6076 2.8350  -0.012
H 1.0650 3.6224 3.5031  0.020
C -2.8393 -1.3809 2.9763  -0.023
C -2.7079 -2.3336 1.8260  -0.336
C -3.4946 -3.4778 1.7535  -0.052
C -3.2936 -4.2895 0.6524  -0.172
N -2.4166 -4.0355 -0.3034  0.033
C -1.6904 -2.9019 -0.1834  -0.860
S -0.5229 -2.4901 -1.3712  0.536
N -1.8222 -2.0498 0.8774  0.009
H -2.9602 -1.9279 3.9126  0.079
H -3.7201 -0.7500 2.8405  0.081
H -1.9729 -0.7256 3.0417  0.068
H -4.2180 -3.7179 2.5201  0.095
H -3.8744 -5.2017 0.5322  0.096
O 3.3275 -0.2032 0.8969  0.081
C 2.6187 -1.2894 1.1276  -0.493
O 1.4475 -1.2550 1.4363  -0.014
C 3.4046 -2.5983 1.0058  -0.224
N 4.7226 -2.3056 0.4125  -0.033
C 4.7724 -2.9053 -0.9410  -0.187
C 3.3070 -3.1455 -1.2928  -0.165
C 2.7109 -3.5647 0.0457  -0.136
H 3.4927 -3.0093 2.0138  0.158
H 5.4850 -2.6092 0.9984  0.115
H 4.2003 -0.5432 0.5830  0.107
H 5.3133 -3.8578 -0.9225  0.109
H 5.2805 -2.2373 -1.6371  0.105
H 3.1774 -3.8911 -2.0747  0.116
H 2.8248 -2.2229 -1.6284  0.099
H 2.9918 -4.5922 0.2913  0.118
H 1.6283 -3.4703 0.0679  0.062

Its total charge is -1. The HOMO-LUMO gap comes out at 6.92 eV. For the maximum force, the calculation gives 0.39 eV/Å. The value obtained for the total energy is -3618.0657 a.u. The calculation puts the HOMO energy at -4.5 eV. As for the LUMO energy: 2.37 eV. Its relative energy (zero: lowest compared OMol25 entry of this formula, charge and spin) is 17.5 kcal/mol.

ORCA calculation (ωB97M-V with the def2-TZVPD basis set) on a structure of composition C6H6 at a distorted geometry.

Last column: Löwdin charge in e.
Atoms and positions in Å:
C 1.3808 0.2531 0.4307  -0.238
C 2.2620 0.1182 -0.4956  0.079
C -0.5109 0.0359 0.0766  -0.265
C -1.7185 0.0334 -0.3995  0.071
C 0.1804 0.5611 1.2384  -0.100
C 0.8046 -0.6538 -0.8119  -0.143
H -1.8938 -0.5236 -1.3282  0.087
H -2.4393 0.6170 0.1091  0.063
H 0.1558 -0.0326 2.1839  0.140
H 0.2097 1.5977 1.4579  0.111
H 0.5429 -0.2461 -1.7282  0.069
H 1.0261 -1.7603 -0.7333  0.125

Its total charge is 0. The HOMO-LUMO gap comes out at 10.34 eV. For the maximum force, the calculation gives 2.87 eV/Å. The value obtained for the total energy is -231.9880 a.u. The calculation puts the HOMO energy at -9.5 eV. As for the LUMO energy: 0.84 eV. Its relative energy (zero: lowest compared OMol25 entry of this formula, charge and spin) is 149.6 kcal/mol.

ORCA calculation (ωB97M-V with the def2-TZVPD basis set) on the ion C10H13N2O2 with charge +1 at a distorted geometry.

Last column: Löwdin charge in e.
Atoms and positions in Å:
C -1.2067 0.7857 2.1337  -0.057
C -2.4218 -0.7542 0.6801  0.253
C 0.6014 -2.2161 -0.9156  -0.040
C 1.4145 -1.1537 -1.4798  -0.029
C 0.7065 2.4610 -0.0259  -0.057
C -0.3898 2.2146 -1.0389  -0.095
C 1.8186 -0.6973 1.0154  -0.108
C 0.7734 -0.9436 -0.0889  -0.241
C -0.2462 0.1284 0.0498  -0.263
C 0.6314 1.3046 0.9040  -0.343
N -1.3969 -0.0572 0.9566  0.062
N -0.2370 1.5311 2.1218  0.247
O -0.5821 0.7467 -1.1897  -0.043
O 1.7633 0.6463 1.2856  0.016
H -2.0044 0.7493 2.8425  0.143
H -3.2702 -0.8754 1.3379  0.134
H -2.4409 -1.2030 -0.2974  0.132
H -0.3297 -2.4426 -1.3496  0.104
H 1.1314 -3.0249 -0.6658  0.078
H 2.4580 -1.3882 -1.5570  0.125
H 0.8247 -0.4981 -2.1372  0.124
H 1.6569 2.4142 -0.4438  0.118
H 0.5958 3.4362 0.5047  0.159
H -1.3411 2.8063 -0.7251  0.157
H -0.0134 2.6610 -1.9845  0.140
H 1.7152 -1.3416 1.8723  0.125
H 2.8613 -0.9324 0.6489  0.157

Its total charge is +1. The HOMO-LUMO gap comes out at 8.15 eV. For the maximum force, the calculation gives 4.14 eV/Å. The value obtained for the total energy is -648.4691 a.u. The calculation puts the HOMO energy at -13.5 eV. As for the LUMO energy: -5.35 eV. Its relative energy (zero: lowest compared OMol25 entry of this formula, charge and spin) is 68.8 kcal/mol.

ORCA calculation (ωB97M-V with the def2-TZVPD basis set) on the molecule ClH5N2Si at a distorted geometry.

Last column: Löwdin charge in e.
Atoms and positions in Å:
N 0.2546 -1.3309 -0.4080  -0.142
N -0.0817 1.5302 -0.2121  -0.134
Si -0.5882 -0.0460 0.4062  0.202
Cl -2.8819 -0.2380 0.0244  -0.040
H -0.0647 -2.3196 -0.5760  0.059
H 0.6506 -0.9107 -1.2990  0.041
H -0.8389 2.1273 -0.5175  0.011
H 0.4837 1.2877 -1.0802  0.039
H -0.6477 -0.0658 1.9318  -0.038

Its total charge is 0. The HOMO-LUMO gap comes out at 10.93 eV. For the maximum force, the calculation gives 2.74 eV/Å. The value obtained for the total energy is -862.2830 a.u. The calculation puts the HOMO energy at -10.4 eV. As for the LUMO energy: 0.57 eV. Its relative energy (zero: lowest compared OMol25 entry of this formula, charge and spin) is 4.6 kcal/mol.

ORCA calculation (ωB97M-V with the def2-TZVPD basis set) on a cluster of 2 separate species, C6H12 in total.

Last column: Löwdin charge in e.
Atoms and positions in Å:
C -1.1874 0.6815 1.1875  -0.125
C -1.3180 -0.6653 0.4787  -0.266
C 0.0315 -1.3927 0.3749  -0.219
C 0.9372 -0.7797 -0.6608  -0.196
C 1.9585 0.0475 -0.3820  -0.049
C 0.5570 1.9021 -1.3346  0.130
H -0.3894 1.2907 0.7541  0.019
H -0.9480 0.5379 2.2469  0.076
H -2.1165 1.2574 1.1235  0.075
H -2.0323 -1.2984 1.0188  0.102
H -1.7226 -0.5321 -0.5341  0.103
H -0.1359 -2.4480 0.1207  0.110
H 0.5241 -1.3795 1.3571  0.113
H 0.7613 -1.0757 -1.6952  0.108
H 2.2070 0.2923 0.6492  0.079
H 2.6619 0.3790 -1.1378  0.063
H 0.7520 1.4678 -2.3378  -0.061
H -0.5402 1.7154 -1.2293  -0.062

Its total charge is 0. The HOMO-LUMO gap comes out at 8.69 eV. For the maximum force, the calculation gives 0.43 eV/Å. The value obtained for the total energy is -235.6220 a.u. The calculation puts the HOMO energy at -8.8 eV. As for the LUMO energy: -0.09 eV. Its relative energy (zero: lowest compared OMol25 entry of this formula, charge and spin) is 123.1 kcal/mol.